The following is a DFT calculation (ωB97M-V/def2-TZVPD) of a structure of composition C48H62FGeN5O6TeTi.

Positions of all 125 atoms, in Å:
Ti -0.7417 -1.8521 1.2728
C 3.5665 -6.9524 -2.2606
C 3.4158 -5.7588 -3.1962
C 4.7742 -5.3254 -3.7172
C 4.6759 -4.0311 -4.5063
C 4.1317 -2.9507 -3.6160
C 4.5334 -1.6431 -3.7325
C 3.9744 -0.6681 -2.9096
F 4.3924 0.6026 -3.0464
C 3.0142 -0.9646 -1.9945
C 2.5780 -2.2909 -1.8656
C 1.4861 -2.5889 -0.9430
O 1.0023 -1.6571 -0.2549
C 1.0326 -3.9356 -0.9548
C 1.6950 -4.8688 -1.7090
N 2.7405 -4.6138 -2.4968
C 3.1611 -3.2878 -2.6501
C -0.0947 -4.4498 -0.1397
O -0.4830 -5.5890 -0.2114
O -0.6472 -3.5676 0.6850
H 4.2209 -7.6850 -2.7334
H 2.6237 -7.4531 -2.0447
H 4.0214 -6.6412 -1.3176
H 2.7823 -6.0356 -4.0414
H 5.1653 -6.1281 -4.3414
H 5.4574 -5.1926 -2.8731
H 3.9991 -4.1726 -5.3551
H 5.6439 -3.7369 -4.9087
H 5.2785 -1.3586 -4.4656
H 2.5938 -0.1984 -1.3616
H 1.3473 -5.8910 -1.6581
O 2.2738 -3.5242 1.8421
H 1.6486 -3.9660 2.4352
H 2.5376 -2.7384 2.3318
O -0.1839 -4.2954 3.3616
H -0.7163 -4.9609 2.9121
H -0.6135 -4.1210 4.2037
C -4.2629 0.4642 1.3153
Ge -4.1203 -1.0664 2.5268
C -4.4994 -0.4820 4.3493
C -5.6112 -2.2477 2.0565
C -2.4233 -2.0571 2.5083
H -5.3120 0.5977 1.0405
H -3.6718 0.3141 0.4098
H -3.9176 1.3804 1.7923
H -5.3525 0.2012 4.3507
H -3.6503 0.0198 4.8145
H -4.7609 -1.3506 4.9579
H -6.5149 -1.8628 2.5362
H -5.4440 -3.2633 2.4226
H -5.7979 -2.2959 0.9817
H -2.7214 -3.1038 2.3917
H -2.0116 -1.9476 3.5165
C 0.1349 7.9247 -2.4210
C -0.0850 6.6106 -1.7154
C -1.2493 6.3667 -0.9952
C -1.4656 5.1670 -0.3229
C -2.7534 4.9934 0.4548
C -0.4641 4.1840 -0.3796
Te -0.9328 2.3398 0.7328
N -0.4918 0.1673 1.4262
C 0.5231 -0.1672 2.1755
O 0.4759 -1.3895 2.6831
C 1.7618 0.6264 2.3837
C 2.2518 0.8490 3.6649
C 3.4333 1.5553 3.8335
C 4.1434 2.0018 2.7253
C 3.6646 1.7553 1.4445
C 2.4678 1.0755 1.2776
C -0.0827 3.1470 2.4911
C 1.0715 3.9156 2.3686
C 1.6615 4.4772 3.4890
C 1.0913 4.2710 4.7378
C -0.0545 3.4985 4.8562
C -0.6617 2.9181 3.7445
C -1.9141 2.0984 3.9321
C 0.7084 4.3944 -1.1098
C 1.8218 3.3761 -1.2166
C 0.8784 5.6125 -1.7637
H -0.7249 8.5839 -2.3078
H 0.3096 7.7709 -3.4873
H 1.0103 8.4375 -2.0179
H -2.0131 7.1372 -0.9463
H -3.3774 5.8801 0.3536
H -2.5563 4.8452 1.5209
H -3.3299 4.1347 0.1036
H 1.7000 0.4850 4.5233
H 3.8023 1.7551 4.8318
H 5.0739 2.5383 2.8617
H 4.2223 2.0928 0.5787
H 2.0820 0.8626 0.2914
H 1.5148 4.0832 1.3949
H 2.5598 5.0728 3.3848
H 1.5361 4.7146 5.6199
H -0.4987 3.3449 5.8333
H -2.0530 1.8529 4.9839
H -1.8817 1.1659 3.3643
H -2.7954 2.6571 3.6056
H 1.6016 2.4820 -0.6399
H 2.7643 3.7906 -0.8508
H 1.9846 3.0844 -2.2567
H 1.7958 5.7856 -2.3210
C -1.3246 0.6586 -3.9001
C -0.3317 0.8994 -2.7856
N -0.7403 0.1857 -1.5631
C -1.8695 -0.5787 -1.4665
N -1.9093 -1.5370 -0.5578
C -3.0811 -2.4451 -0.5793
C -3.7981 -2.4599 -1.9102
C -4.1322 -1.0301 -2.2638
N -2.8856 -0.2707 -2.3017
C -2.7103 0.7850 -3.2976
H -1.2075 -0.3481 -4.3081
H -1.1746 1.3771 -4.7055
H -0.2873 1.9677 -2.5680
H 0.6682 0.5676 -3.0674
H 0.0240 -0.2453 -1.0529
H -3.7888 -2.1473 0.1911
H -2.7318 -3.4426 -0.3285
H -4.7031 -3.0636 -1.8375
H -3.1573 -2.8901 -2.6848
H -4.8153 -0.6060 -1.5215
H -4.6060 -0.9529 -3.2404
H -2.8264 1.7701 -2.8328
H -3.4879 0.6716 -4.0485

As for the spin multiplicity: 2. The gap between HOMO and LUMO (spin up / spin down) is 7.314 / 7.253 eV. The calculation puts the total energy at -160159.164 eV. The expectation value of S² is 0.756. As for the charge: +1.